{
  "formula": "C36H34N5NaPSe2",
  "method": "wB97M-V/def2-TZVPD",
  "orbital_gap_ha": 0.268,
  "homo_ev": -5.1594,
  "charge": -1,
  "species": ["Na", "C", "C", "C", "C", "C", "C", "C", "C", "N", "C", "C", "C", "C", "N", "C", "C", "C", "C", "C", "C", "C", "C", "H", "H", "H", "H", "H", "H", "H", "H", "H", "H", "H", "H", "H", "H", "H", "H", "H", "H", "H", "H", "H", "H", "H", "H", "Se", "P", "Se", "C", "C", "C", "C", "C", "C", "C", "C", "C", "C", "C", "C", "H", "H", "H", "H", "H", "H", "H", "H", "H", "H", "N", "C", "C", "C", "N", "C", "N"],
  "xyz": [[-0.2697, -0.3936, 1.6762], [-1.4445, 1.4048, -2.4922], [-2.3501, 2.0467, -1.4735], [-2.8153, 3.3445, -1.6499], [-3.5987, 3.9620, -0.6855], [-3.9080, 3.2768, 0.4780], [-3.4581, 1.9775, 0.6968], [-3.7691, 1.2596, 1.9818], [-2.6944, 1.3641, -0.2973], [-2.1149, 0.0769, -0.1079], [-2.5854, -0.9673, -0.6460], [-3.9234, -1.0440, -1.3323], [-1.6618, -2.1891, -0.7227], [-2.0978, -3.3219, -1.6129], [-0.5565, -2.1383, -0.1049], [0.4910, -3.0734, -0.3682], [1.3075, -2.8285, -1.4788], [1.0730, -1.6169, -2.3417], [2.3832, -3.6760, -1.7134], [2.6564, -4.7359, -0.8608], [1.8499, -4.9423, 0.2482], [0.7635, -4.1150, 0.5183], [-0.0878, -4.3297, 1.7418], [-1.2666, 2.0857, -3.3254], [-1.8617, 0.4781, -2.8983], [-0.4823, 1.1580, -2.0312], [-2.5415, 3.8788, -2.5537], [-3.9482, 4.9767, -0.8320], [-4.5040, 3.7547, 1.2478], [-4.3792, 1.8871, 2.6328], [-2.8570, 0.9924, 2.5184], [-4.3189, 0.3353, 1.8021], [-4.5194, -0.1647, -1.0988], [-4.4682, -1.9335, -1.0066], [-3.8026, -1.1055, -2.4186], [-2.4121, -2.9569, -2.5926], [-2.9509, -3.8369, -1.1597], [-1.2925, -4.0413, -1.7394], [0.1187, -1.6621, -2.8779], [1.8696, -1.5149, -3.0792], [1.0628, -0.7147, -1.7212], [3.0327, -3.4747, -2.5598], [3.5071, -5.3814, -1.0464], [2.0655, -5.7547, 0.9341], [0.2835, -5.1742, 2.3224], [-1.1260, -4.5367, 1.4797], [-0.0889, -3.4481, 2.3857], [2.9135, -0.6538, 0.9942], [2.6376, 1.4577, 0.7273], [0.6391, 2.2392, 0.8574], [3.3433, 1.9428, -0.9063], [2.8386, 3.0344, -1.6081], [3.4044, 3.4159, -2.8212], [4.4779, 2.7089, -3.3442], [4.9835, 1.6149, -2.6514], [4.4171, 1.2311, -1.4418], [3.7435, 2.3808, 1.8811], [5.0207, 1.8901, 2.1554], [5.8879, 2.6008, 2.9741], [5.4851, 3.8064, 3.5394], [4.2135, 4.2940, 3.2800], [3.3461, 3.5849, 2.4524], [1.9907, 3.5729, -1.2032], [2.9978, 4.2638, -3.3610], [4.9145, 3.0026, -4.2919], [5.8138, 1.0499, -3.0600], [4.7827, 0.3545, -0.9196], [5.3212, 0.9341, 1.7431], [6.8772, 2.2083, 3.1797], [6.1597, 4.3575, 4.1851], [3.8897, 5.2292, 3.7231], [2.3504, 3.9574, 2.2490], [-1.8836, -1.4832, 2.8018], [-2.7522, -2.1455, 2.4160], [-3.7663, -2.9140, 1.8011], [-5.0212, -2.3275, 1.4664], [-6.0407, -1.8611, 1.1801], [-3.5399, -4.2806, 1.4636], [-3.3615, -5.3880, 1.1822]],
  "forces_ev_per_a": [[0.45, 0.17, -0.53], [0.01, 0.03, 0.05], [0.00, -0.04, -0.03], [-0.01, -0.03, 0.01], [0.05, -0.07, 0.00], [-0.01, -0.02, 0.01], [0.00, -0.02, 0.08], [-0.04, 0.05, -0.07], [0.03, -0.24, 0.00], [0.18, 0.31, 0.06], [-0.03, -0.19, -0.10], [0.09, -0.11, -0.09], [-0.21, 0.05, 0.09], [-0.04, 0.05, 0.02], [0.29, -0.01, -0.06], [-0.22, 0.08, 0.01], [0.02, 0.10, 0.00], [-0.03, -0.03, 0.01], [0.02, 0.01, 0.02], [-0.06, 0.05, 0.02], [0.02, 0.00, -0.01], [-0.07, -0.04, 0.10], [0.06, 0.02, -0.10], [0.00, -0.01, 0.03], [0.01, 0.05, 0.03], [-0.07, 0.01, -0.02], [-0.01, -0.02, 0.03], [0.00, -0.02, 0.00], [0.01, -0.01, -0.02], [0.04, 0.00, -0.03], [0.00, 0.00, -0.02], [-0.01, -0.04, -0.02], [-0.01, -0.03, 0.01], [0.06, 0.12, -0.08], [0.02, 0.01, 0.05], [0.01, 0.00, 0.02], [0.07, 0.05, -0.04], [0.00, -0.01, 0.01], [0.04, -0.01, 0.05], [-0.01, -0.01, 0.01], [-0.01, -0.06, -0.02], [-0.05, -0.02, 0.04], [-0.04, 0.02, 0.01], [0.00, 0.02, -0.03], [0.01, 0.00, -0.02], [0.16, -0.01, -0.01], [0.04, 0.02, -0.02], [-0.16, 0.02, 0.13], [0.13, 0.05, -0.03], [-0.06, 0.08, 0.05], [0.09, 0.00, -0.06], [0.08, 0.01, -0.03], [-0.05, -0.04, 0.08], [0.00, -0.04, 0.06], [-0.07, 0.01, 0.04], [-0.04, 0.03, -0.05], [0.07, 0.03, -0.01], [-0.01, 0.03, 0.03], [-0.07, -0.01, -0.02], [0.00, -0.06, -0.04], [-0.07, -0.05, -0.06], [0.09, 0.03, 0.00], [0.00, 0.00, -0.01], [0.01, -0.03, 0.03], [-0.01, -0.01, 0.03], [-0.03, 0.01, 0.02], [0.00, 0.03, 0.01], [-0.01, 0.01, -0.01], [-0.03, 0.00, -0.01], [-0.02, -0.02, -0.03], [0.00, -0.04, -0.02], [-0.02, 0.01, 0.01], [-0.46, -0.35, 0.50], [-0.21, -0.14, -0.59], [-0.10, -0.10, -0.05], [0.36, -0.18, 0.31], [0.11, -0.03, 0.02], [-0.20, 0.51, 0.29], [-0.07, 0.04, -0.06]]
}

=====

{
  "formula": "C9H15N2",
  "method": "wB97M-V/def2-TZVPD",
  "orbital_gap_ha": [0.207, 0.387],
  "homo_ev": [-11.7230, -14.1717],
  "charge": 1,
  "species": ["C", "C", "C", "C", "C", "C", "C", "C", "C", "N", "N", "H", "H", "H", "H", "H", "H", "H", "H", "H", "H", "H", "H", "H", "H", "H"],
  "xyz": [[0.3582, 2.1367, 0.3095], [1.1362, 1.0159, 0.2229], [-0.8582, 0.4508, 1.1182], [1.0756, -3.0952, -2.6714], [-1.5906, 4.1204, 1.0642], [1.5379, -3.0196, -1.1639], [0.5204, -2.3527, -0.3593], [-1.9668, 2.6923, 0.8806], [0.8039, -1.4809, 0.8067], [-0.8224, 1.7650, 0.9425], [0.4748, -0.0497, 0.7517], [-1.6806, 0.0660, 1.7105], [1.0842, -2.0590, -3.1639], [1.6040, -3.9236, -3.0873], [0.0021, -3.5357, -2.6873], [-0.6761, 4.3469, 0.6147], [-2.3022, 4.8766, 0.7667], [-1.2288, 4.4305, 2.0283], [1.4961, -4.0064, -0.7852], [2.3693, -2.4404, -1.2000], [2.1495, 0.7964, -0.2181], [-0.4850, -2.6784, -0.4459], [-2.7413, 2.3939, 1.6462], [-2.4555, 2.6450, -0.0733], [1.8828, -1.3634, 1.2332], [0.3122, -1.7311, 1.7599]],
  "forces_ev_per_a": [[-0.13, -1.97, 0.88], [1.97, -0.24, -0.99], [3.69, 0.00, 0.01], [-2.49, 0.11, 1.17], [0.60, 0.85, 1.27], [-3.70, 0.33, -2.08], [0.16, 1.28, 1.09], [-1.96, -0.09, 1.71], [2.51, 0.51, 2.40], [0.43, 1.13, -1.96], [-5.96, 2.36, 0.45], [0.38, -0.86, -0.35], [0.24, -1.90, 0.42], [0.93, 0.16, -1.07], [1.41, 1.14, -0.02], [1.42, 0.25, -1.97], [-0.46, -0.31, -0.31], [-0.65, -0.44, 1.26], [1.22, -1.35, 0.32], [3.23, 0.81, 0.64], [-1.31, 0.76, 0.59], [-0.88, -0.22, -0.12], [0.94, 0.04, -0.72], [0.00, -0.66, -0.64], [-1.27, -1.04, -1.44], [-0.32, -0.65, -0.53]]
}

=====

{
  "formula": "CH6OS",
  "method": "wB97M-V/def2-TZVPD",
  "orbital_gap_ha": 0.357,
  "smiles": "CS.O",
  "homo_ev": -8.8499,
  "species": ["C", "S", "H", "H", "H", "H", "H", "H", "O"],
  "xyz": [[-0.5302, 1.0308, -1.2691], [0.0742, -0.6381, -1.7384], [0.1660, 1.8487, -1.4726], [-1.4560, 1.2625, -1.7831], [-0.5554, 0.9884, -0.1887], [-0.5147, -0.8902, -2.8994], [0.4250, -1.4928, 3.6054], [1.6778, -1.0671, 2.9282], [0.7133, -1.0421, 2.8179]],
  "forces_ev_per_a": [[0.66, -0.06, -0.45], [0.47, 0.12, 0.56], [0.19, -0.37, -0.44], [-0.29, -0.10, 0.47], [-0.73, -0.02, 0.18], [-0.30, 0.41, -0.32], [-0.48, -0.26, 0.43], [-0.34, 0.14, -0.31], [0.81, 0.14, -0.13]]
}

=====

{
  "formula": "C4H8SSi2",
  "method": "wB97M-V/def2-TZVPD",
  "orbital_gap_ha": [0.271, 0.271],
  "homo_ev": [-7.7329, -7.7318],
  "species": ["C", "C", "C", "C", "Si", "Si", "S", "H", "H", "H", "H", "H", "H", "H", "H"],
  "xyz": [[0.2193, -2.0201, -0.2167], [1.4492, -2.0585, 0.3799], [-0.5550, -0.9225, -0.1298], [1.0816, 0.6062, 0.1727], [-2.1425, -0.2045, -0.7026], [0.9607, 2.4057, 0.4699], [2.2091, -0.4989, 0.6058], [-0.2776, -2.9409, -0.3555], [1.9254, -2.9960, 0.5127], [-2.2409, 0.0381, -2.1026], [-2.4190, 1.0113, -0.0767], [-3.0643, -1.0641, -0.0196], [-0.4334, 2.8507, 0.4154], [1.5634, 3.0646, -0.6171], [1.7241, 2.7289, 1.6644]],
  "forces_ev_per_a": [[-1.26, 1.27, 1.86], [1.89, 1.70, -0.59], [2.54, 3.41, -1.01], [-2.56, -4.03, -0.05], [0.94, -0.81, 0.67], [-0.35, -0.62, 0.24], [-0.99, -1.18, -0.10], [-0.51, -1.10, -0.45], [1.03, -0.29, 0.26], [-0.24, -0.20, -1.13], [-0.02, 1.73, 0.79], [-0.98, -0.85, -0.20], [-0.25, -0.07, 0.38], [0.79, 0.76, -1.19], [-0.02, 0.27, 0.53]]
}

=====

Number 1: electronic energy -189738.086 eV. Number 2: electronic energy -12543.886 eV. Number 3: electronic energy -14016.599 eV. Number 4: electronic energy -30862.235 eV.